A structure of composition C27H26BrMoNPSe2 at a distorted geometry, computed with ωB97M-V/def2-TZVPD.

Output
Orbital gap (alpha / beta) (eV): 6.7 / 7.8
Charge: +1
Spin multiplicity: 3
HOMO energy (alpha / beta) (eV): -11.1 / -11.5
ΔE to the lowest compared entry with this formula, charge and spin (kJ/mol): 34.9
⟨S²⟩: 2.03
DFT total energy (eV): -241785.6427

Each line ends with the Löwdin charge.
Element x y z (Å)
C  -2.13313  -3.21761  2.90330  -0.062
C  -2.27523  -2.18571  -2.12830  -0.411
H  -3.93323  -1.44021  -4.96780  0.113
C  -3.44023  -2.03371  -4.21300  -0.060
H  3.85967  2.31709  0.55990  0.125
C  1.94507  1.08229  4.00060  -0.117
Se  0.71617  -1.64891  -0.87820  0.394
H  -0.37423  5.71819  -1.40080  0.111
C  -3.32943  -3.40721  -4.36180  -0.056
H  4.96327  0.00669  -0.30150  0.109
H  4.48687  2.41229  -1.08880  0.140
C  -2.16453  -3.56661  -2.26730  -0.086
C  -2.90953  -1.41771  -3.09390  -0.103
H  3.75257  -0.09861  0.99450  0.079
C  0.16537  3.67499  -1.08070  -0.121
C  1.91377  1.15159  2.62050  -0.118
C  0.77937  0.81549  1.87580  -0.278
C  -2.21193  -2.10601  0.78960  -0.420
C  2.50177  3.23059  -0.81250  -0.238
H  2.81867  1.48869  2.12410  0.071
Br  0.81337  0.64949  6.58950  0.769
H  2.84877  1.33759  4.53360  0.108
C  -0.34433  0.35269  3.99370  -0.115
H  2.80277  -0.37271  -2.45530  0.055
H  -4.00243  -3.37331  3.93770  0.113
H  -3.74033  -3.88321  -5.23910  0.113
C  -0.34173  0.41569  2.61280  -0.132
Mo  0.84127  0.79379  -0.22590  1.072
C  -1.48053  -2.75801  1.77060  -0.104
H  2.53317  1.36989  -2.72810  0.100
C  -2.69753  -4.17251  -3.39090  -0.060
C  3.89997  -0.13831  -0.08420  -0.087
C  1.74827  5.47169  -1.23070  -0.049
N  3.07007  0.86099  -0.75700  -0.396
H  -1.57733  -3.73361  3.67130  0.113
H  4.18487  0.73789  -2.55400  0.109
H  3.61427  -1.13701  -0.42270  0.066
C  -3.49713  -3.01901  3.05160  -0.057
H  -5.28233  -2.20011  2.18790  0.114
C  -4.22103  -2.35671  2.07030  -0.056
Se  -1.76893  0.78309  -0.63920  0.427
C  2.78217  4.57489  -1.00470  -0.027
H  -2.98653  -0.34541  -2.96030  0.066
H  -2.61823  -5.24241  -3.51430  0.113
C  3.15017  0.63429  -2.20580  -0.093
H  -1.66363  -4.15501  -1.50860  0.113
H  -1.23663  0.06149  4.52590  0.108
H  3.80647  4.92409  -0.99830  0.121
H  -0.86913  3.34139  -1.15050  0.041
H  1.96457  6.51469  -1.40630  0.114
H  -1.26823  0.15379  2.11520  0.048
P  -1.47553  -1.37831  -0.70910  0.274
H  -0.41363  -2.90461  1.65030  0.088
C  1.18277  2.74579  -0.85220  -0.258
H  -4.13003  -1.36771  0.16650  0.110
C  0.80577  0.69049  4.68990  -0.667
C  3.57957  2.22109  -0.49780  -0.157
C  -3.58083  -1.89661  0.93570  -0.096
C  0.43637  5.02439  -1.24140  -0.067